[1]
6
Properties=species:S:1:pos:R:3:forces:R:3 method="wB97M-V/def2-TZVPD" e_tot_ev=-10363.0591 homo_ha="-0.3540 / -0.5615" lumo_energy_ha="-0.186 / -0.187" mol_weight_g_mol=170.83 e_above_lowest_ev=0.000 total_charge=+1 orbital_gap_ev="4.576 / 10.198" multiplicity=2
O 0.355 0.832 -1.041 0.4680 -2.8309 5.4232
C 0.889 0.439 0.010 -1.3492 2.5862 -5.5409
C -0.858 -1.030 1.414 -1.1500 -1.4241 2.0616
O -0.972 -1.512 2.440 0.6129 1.2350 -2.2543
Li -1.726 -0.495 -0.900 0.4907 0.2154 0.2456
Ag 2.312 1.766 -1.924 0.9277 0.2185 0.0648

=====

[2]
14
Properties=species:S:1:pos:R:3:forces:R:3 method="wB97M-V/def2-TZVPD" e_tot_ev=-54048.8452 smiles="C[P@]1(Cl)=NC(Cl)=CC(Cl)=N1" homo_ha=-0.3247 lumo_energy_ha=0.004 mol_weight_g_mol=217.42 e_above_lowest_ev=0.000 orbital_gap_ev=8.955
C -2.061 -0.073 0.498 -0.6382 -0.4640 -0.1148
C -1.370 1.111 0.270 0.5603 1.6048 -0.1507
C -1.410 -1.267 0.219 1.0772 1.9293 -1.4287
C 2.608 0.040 0.179 -1.2463 3.3456 -2.9800
N -0.217 1.396 -0.279 0.4251 -2.1059 0.1034
N -0.218 -1.344 -0.399 -0.0228 -0.3567 0.9061
P 0.603 -0.024 -0.735 1.2599 2.2822 2.6688
Cl -2.214 2.531 0.890 -0.0423 -0.0052 -0.1882
Cl -2.174 -2.711 0.516 -0.8292 -1.5332 0.4013
Cl 0.814 0.095 -2.698 0.5495 -0.0493 -0.6083
H -3.127 0.045 0.714 0.6444 -0.5801 0.4038
H 3.318 0.662 -0.550 -1.6698 -1.8008 1.3206
H 2.711 0.523 1.161 -0.9349 -0.1963 -0.3136
H 2.735 -0.983 0.213 0.8672 -2.0702 -0.0196

=====

[3]
24
Properties=species:S:1:pos:R:3:forces:R:3 method="wB97M-V/def2-TZVPD" e_tot_ev=-10008.6232 homo_ha=-0.4307 lumo_energy_ha=-0.279 mol_weight_g_mol=118.20 e_above_lowest_ev=4.689 total_charge=+1 orbital_gap_ev=4.131
C -0.949 -1.661 0.266 -1.3856 0.5543 -0.3944
O -2.163 -0.826 0.427 1.2488 -0.2777 -0.0380
C 0.141 -0.749 0.717 -0.7640 1.3431 0.2981
C 0.340 0.588 0.175 0.3951 -0.3858 0.5839
C 1.254 0.668 -1.096 -0.1159 0.0681 -0.8697
C 2.634 0.044 -0.958 0.1779 -0.7035 0.5588
C 3.581 0.261 0.217 0.4931 0.6691 0.3959
N -5.240 0.703 0.292 0.8112 -0.0205 -0.4674
H -0.955 -1.865 -0.814 0.5028 -0.0880 0.2515
H -1.139 -2.573 0.834 0.6894 0.1045 0.0346
H -1.957 -0.126 1.055 -0.5721 0.0980 0.3632
H 0.605 -0.844 1.697 0.2873 -0.9305 -0.1184
H 0.806 1.242 0.920 -0.1703 -0.2449 0.0153
H -0.639 0.953 -0.127 -0.0923 0.1733 -0.3787
H 1.237 1.707 -1.436 0.1911 0.0177 0.4260
H 0.733 0.131 -1.893 0.0177 -0.0535 0.0494
H 2.432 -1.035 -0.890 0.2424 -0.0671 -0.7892
H 3.202 0.328 -1.851 -0.3060 -0.4550 -0.0533
H 3.823 1.314 0.386 -0.1093 -0.0657 0.0840
H 3.334 -0.208 1.175 -0.6463 0.1772 -0.0574
H 4.534 -0.229 0.002 -0.0809 0.1054 -0.3276
H -5.270 1.453 -0.368 -0.3735 0.0814 0.1691
H -4.371 0.207 0.333 -0.3142 -0.1763 0.1623
H -5.973 0.518 0.937 -0.1265 0.0765 0.1019

=====

[4]
58
Properties=species:S:1:pos:R:3:forces:R:3 method="wB97M-V/def2-TZVPD" e_tot_ev=-219766.4079 homo_ha="-0.5221 / -0.5402" lumo_energy_ha="-0.200 / -0.323" mol_weight_g_mol=634.80 total_charge=+2 orbital_gap_ev="8.777 / 5.922" multiplicity=2
Cu 1.450 0.411 -0.087 0.0759 -0.0570 0.4204
C -1.799 -0.610 -0.992 -0.1294 -0.2061 0.5405
C -1.963 -0.361 0.504 0.7043 0.5187 -0.2140
As -0.258 -0.380 1.465 0.2468 -0.0511 -0.8627
C -0.576 0.478 3.122 0.8511 -0.0716 -0.3273
C 0.420 1.343 3.630 -0.5224 -0.8365 0.2219
C 0.217 1.862 4.897 0.2029 0.5010 0.1330
C -1.010 1.631 5.534 0.7867 0.8058 -0.0033
C -1.958 0.812 4.990 -0.4339 -0.9329 0.0851
C -1.726 0.131 3.813 -0.5215 0.0403 -0.4667
C 0.294 -2.178 1.771 0.2568 0.3759 0.8517
C 0.594 -2.473 3.106 -0.0031 -1.1145 -0.5120
C 1.049 -3.762 3.436 -0.2323 2.1662 0.3680
C 1.289 -4.652 2.443 0.7877 -1.9677 -0.8594
C 1.069 -4.342 1.097 -0.5573 0.1057 -0.5514
C 0.547 -3.096 0.754 0.1242 -0.7839 0.4093
As -0.230 0.196 -1.717 0.4686 0.3389 0.4140
C -0.766 2.012 -1.931 0.0372 0.7126 0.0667
C -1.022 2.785 -0.783 -0.6003 0.2138 -0.5742
C -1.588 4.070 -0.952 0.7830 -1.4161 0.4770
C -1.779 4.576 -2.224 0.0402 0.5103 0.5226
C -1.411 3.853 -3.343 -0.8206 -0.4322 0.0235
C -0.960 2.546 -3.205 0.0158 0.1128 0.0615
C 0.102 -0.669 -3.347 1.1168 1.0278 0.0543
C 1.416 -0.604 -3.839 0.5998 -0.3151 0.0257
C 1.737 -1.161 -5.059 -1.6725 -0.3957 0.1389
C 0.674 -1.762 -5.762 1.7432 0.3052 -0.3526
C -0.618 -1.734 -5.320 0.5903 -0.0322 0.3505
C -0.922 -1.175 -4.096 -0.2917 -0.4480 -0.5706
H -2.559 -0.136 -1.595 -0.6684 -0.0432 0.0655
H -1.781 -1.672 -1.211 0.0088 -0.1690 -0.0736
H -2.502 -1.152 0.975 -0.7846 -0.4095 0.2565
H -2.381 0.617 0.758 -0.1909 -0.2377 -0.1725
H 1.356 1.491 3.089 -0.3168 0.0866 0.0971
H 0.999 2.471 5.383 -0.6206 -0.3257 -0.3296
H -1.225 2.155 6.444 0.0181 0.0030 0.4485
H -2.870 0.571 5.497 -0.3450 0.2461 0.4321
H -2.489 -0.606 3.467 0.8803 0.6979 0.0853
H 0.446 -1.760 3.893 -0.0722 0.3044 0.1897
H 1.276 -3.934 4.470 0.0107 -0.4554 0.2390
H 1.695 -5.644 2.704 -0.2917 0.5609 -0.2264
H 1.210 -5.074 0.282 0.1059 0.3632 0.7544
H 0.299 -2.924 -0.278 0.0152 0.3054 -0.2821
H -0.899 2.324 0.204 0.0443 0.4845 -0.2141
H -1.870 4.632 -0.079 -0.0577 0.1807 0.1258
H -2.239 5.557 -2.292 0.1231 -0.1243 -0.2914
H -1.695 4.250 -4.302 0.3613 0.0055 -0.3373
H -0.827 1.922 -4.076 0.1809 0.0234 -0.1446
H 2.250 -0.206 -3.268 -0.3214 0.2095 0.2658
H 2.742 -1.178 -5.431 0.2588 0.0277 -0.1287
H 0.929 -2.256 -6.682 -0.1652 -0.1326 -0.3485
H -1.344 -2.215 -5.905 -1.0852 -0.4038 -0.6187
H -1.945 -1.192 -3.798 -0.5107 0.1153 0.4670
Cl 3.088 2.173 -0.081 0.2711 -0.2052 0.1441
C 4.389 1.288 0.823 0.3483 -0.2921 -0.8108
Cl 3.799 -0.383 1.178 0.2340 0.8731 -0.3008
H 4.563 1.829 1.737 -0.0990 -0.0032 0.3502
H 5.311 1.302 0.190 -0.9782 -0.3599 0.4876

=====

[5]
10
Properties=species:S:1:pos:R:3:forces:R:3 method="wB97M-V/def2-TZVPD" e_tot_ev=-7631.2288 homo_ha=-0.3390 lumo_energy_ha=0.030 mol_weight_g_mol=75.07 e_above_lowest_ev=4.409 orbital_gap_ev=10.039
C -0.615 -0.395 0.437 -5.0093 0.2160 6.3546
H 0.971 2.032 0.522 0.1048 -1.3530 0.4178
H -0.322 2.713 0.413 -2.1740 2.3445 0.4905
H -1.306 -1.263 0.917 1.7227 2.0859 -1.5208
H 0.519 0.250 -0.572 2.0762 2.7204 -2.6651
H 1.244 -2.221 -0.966 3.1634 -2.3808 1.6051
N 0.015 1.842 0.201 0.5881 -2.7079 0.2945
N -0.841 0.825 0.979 1.4077 -1.3976 -2.9734
N 0.522 -0.626 -0.164 2.0710 -3.7374 -2.2621
O 0.589 -1.679 -1.255 -3.9506 4.2098 0.2590

=====

[6]
13
Properties=species:S:1:pos:R:3:forces:R:3 method="wB97M-V/def2-TZVPD" e_tot_ev=-7793.8158 homo_ha="-0.2902 / -0.2902" lumo_energy_ha="-0.006 / -0.006" mol_weight_g_mol=85.11 e_above_lowest_ev=5.829 orbital_gap_ev="7.740 / 7.738"
C 1.877 -0.348 0.134 0.1008 0.0621 0.2360
C 0.666 0.177 0.587 0.1339 0.0577 -0.3691
N 0.049 1.280 0.423 0.1825 -0.2143 0.0591
C -1.319 0.943 0.003 -0.2017 -0.0204 -0.1047
C -1.188 -0.552 -0.174 -0.0297 0.0281 0.2033
O -0.267 -0.995 0.614 -0.1149 0.0507 -0.1431
H 2.604 0.353 -0.260 -0.1058 -0.0814 0.0274
H 0.807 -0.589 -1.278 -0.0229 0.0552 0.1280
H 2.242 -1.283 0.546 -0.0913 0.1104 -0.0546
H -2.071 1.210 0.766 0.0825 -0.0809 -0.0925
H -1.597 1.451 -0.926 0.0320 -0.0896 0.1176
H -0.026 -0.556 -1.530 -0.0745 0.0141 -0.0032
H -1.927 -1.261 -0.537 0.1090 0.1084 -0.0042